Here is a cluster of 15 separate species, C44H129N11O15 in total from the Open Molecules 2025 dataset. Energies are from ωB97M-V with the def2-TZVPD basis set.

The calculation puts the total energy at -3484.286588 hartree. The HOMO-LUMO gap comes out at 8.89 eV. The value obtained for the LUMO energy is -0.1 eV. The calculation puts the relative energy (zero: lowest compared OMol25 entry of this formula, charge and spin) at 95.4 kcal per mole. As for the net charge: 0.

Each line ends with the Löwdin charge.
Geometry (Å):
C (-0.366, -9.192, -5.005)  -0.053
C (-0.839, -10.621, -4.462)  -0.407
C (-0.061, -11.774, -5.140)  -0.190
O (-0.261, -11.810, -6.600)  -0.215
C (0.062, -13.145, -7.076)  -0.089
N (-0.630, -10.751, -3.031)  0.020
H (-0.949, -8.332, -4.674)  0.060
H (-0.413, -9.176, -6.094)  0.063
H (0.647, -8.915, -4.715)  0.065
H (-1.896, -10.798, -4.659)  0.134
H (-0.342, -12.716, -4.670)  0.112
H (1.000, -11.620, -4.941)  0.119
H (-0.534, -13.823, -6.465)  0.079
H (1.127, -13.248, -6.866)  0.083
H (-0.181, -13.197, -8.137)  0.086
H (0.347, -10.559, -2.859)  0.067
H (-1.164, -10.024, -2.577)  0.068
C (0.326, 6.718, 2.990)  -0.072
C (-0.580, 7.521, 3.931)  -0.418
C (-1.092, 8.941, 3.423)  -0.166
O (0.061, 9.716, 3.112)  -0.209
C (-0.234, 11.027, 2.625)  -0.105
N (-1.670, 6.681, 4.327)  0.013
H (0.700, 5.802, 3.447)  0.068
H (1.187, 7.338, 2.739)  0.067
H (-0.130, 6.405, 2.050)  0.074
H (-0.045, 7.660, 4.871)  0.131
H (-1.539, 9.493, 4.250)  0.116
H (-1.811, 8.919, 2.605)  0.118
H (-0.795, 11.042, 1.691)  0.084
H (0.711, 11.564, 2.543)  0.087
H (-0.817, 11.596, 3.349)  0.079
H (-1.395, 5.789, 4.712)  0.072
H (-2.301, 6.542, 3.550)  0.065
C (6.629, 3.533, 2.211)  -0.069
C (7.972, 4.118, 2.583)  -0.419
C (7.953, 4.913, 3.917)  -0.181
O (9.281, 5.338, 4.263)  -0.222
C (9.450, 6.251, 5.302)  -0.117
N (8.860, 2.982, 2.831)  0.020
H (6.332, 2.718, 2.871)  0.070
H (6.698, 3.085, 1.220)  0.083
H (5.861, 4.286, 2.387)  0.077
H (8.430, 4.650, 1.749)  0.135
H (7.605, 4.333, 4.772)  0.129
H (7.308, 5.778, 3.764)  0.117
H (9.151, 7.211, 4.882)  0.088
H (10.498, 6.146, 5.582)  0.094
H (8.818, 6.057, 6.168)  0.083
H (9.484, 3.194, 3.596)  0.057
H (8.330, 2.200, 3.188)  0.055
C (2.353, 0.276, 9.128)  -0.055
C (2.715, 1.139, 7.909)  -0.433
C (3.459, 0.390, 6.767)  -0.193
O (4.778, -0.005, 7.194)  -0.181
C (5.300, -0.850, 6.201)  -0.123
N (1.466, 1.701, 7.424)  0.014
H (3.269, -0.275, 9.340)  0.071
H (1.521, -0.424, 9.052)  0.076
H (2.163, 0.853, 10.034)  0.071
H (3.346, 2.007, 8.101)  0.133
H (3.538, 1.120, 5.960)  0.117
H (2.838, -0.424, 6.394)  0.124
H (6.301, -1.159, 6.502)  0.090
H (5.374, -0.346, 5.238)  0.083
H (4.616, -1.697, 6.145)  0.088
H (1.006, 2.253, 8.133)  0.074
H (1.765, 2.341, 6.703)  0.064
C (1.161, -6.891, 1.612)  -0.058
C (2.625, -6.979, 1.013)  -0.384
C (3.444, -5.673, 1.152)  -0.210
O (2.970, -4.597, 0.335)  -0.185
C (3.376, -4.750, -1.064)  -0.091
N (3.152, -8.170, 1.744)  0.019
H (0.681, -7.869, 1.627)  0.068
H (0.499, -6.401, 0.898)  0.060
H (1.108, -6.357, 2.561)  0.077
H (2.585, -7.247, -0.043)  0.118
H (4.516, -5.822, 1.023)  0.113
H (3.399, -5.271, 2.164)  0.123
H (4.449, -4.908, -1.169)  0.077
H (3.187, -3.851, -1.651)  0.080
H (3.023, -5.629, -1.604)  0.073
H (4.151, -8.106, 1.617)  0.054
H (3.048, -8.094, 2.746)  0.065
C (-6.159, 9.250, 1.833)  -0.068
C (-6.840, 8.145, 2.695)  -0.360
C (-6.828, 6.710, 2.018)  -0.210
O (-5.499, 6.339, 1.860)  -0.211
C (-5.225, 5.158, 1.120)  -0.083
N (-6.069, 8.072, 3.955)  0.022
H (-5.302, 8.973, 1.218)  0.072
H (-5.837, 10.031, 2.522)  0.060
H (-6.890, 9.773, 1.216)  0.064
H (-7.841, 8.476, 2.970)  0.123
H (-7.405, 6.652, 1.095)  0.115
H (-7.426, 6.008, 2.599)  0.117
H (-4.247, 5.052, 0.650)  0.088
H (-5.830, 5.269, 0.220)  0.077
H (-5.564, 4.259, 1.636)  0.091
H (-5.644, 8.970, 4.138)  0.049
H (-5.245, 7.522, 3.758)  0.050
C (1.813, 6.353, -3.185)  -0.072
C (3.191, 6.248, -2.521)  -0.392
C (4.176, 5.382, -3.389)  -0.170
O (3.865, 3.968, -3.214)  -0.218
C (4.859, 3.025, -3.620)  -0.110
N (3.803, 7.579, -2.274)  0.025
H (1.703, 6.701, -4.212)  0.074
H (1.121, 6.985, -2.629)  0.069
H (1.338, 5.377, -3.088)  0.072
H (3.083, 5.715, -1.577)  0.135
H (5.209, 5.506, -3.063)  0.112
H (4.109, 5.580, -4.458)  0.119
H (4.413, 2.048, -3.805)  0.080
H (5.689, 2.794, -2.951)  0.079
H (5.213, 3.392, -4.584)  0.080
H (4.586, 7.434, -1.653)  0.058
H (4.358, 7.919, -3.047)  0.060
C (-4.631, 2.880, -4.899)  -0.065
C (-4.778, 4.112, -5.722)  -0.474
C (-3.783, 5.266, -5.487)  -0.151
O (-3.826, 5.731, -4.101)  -0.181
C (-4.616, 6.841, -3.858)  -0.158
N (-4.864, 3.832, -7.150)  0.039
H (-5.182, 2.070, -5.378)  0.081
H (-4.948, 2.983, -3.861)  0.084
H (-3.592, 2.567, -4.994)  0.079
H (-5.770, 4.448, -5.423)  0.130
H (-4.053, 6.112, -6.118)  0.111
H (-2.775, 4.946, -5.751)  0.122
H (-5.657, 6.573, -3.681)  0.082
H (-4.613, 7.740, -4.474)  0.086
H (-4.288, 7.243, -2.900)  0.082
H (-4.069, 3.265, -7.408)  0.066
H (-4.798, 4.650, -7.738)  0.065
C (0.870, 0.605, -0.286)  -0.061
C (-0.215, -0.277, 0.333)  -0.458
C (-0.875, -1.254, -0.693)  -0.212
O (-1.934, -1.979, -0.074)  -0.195
C (-2.627, -2.811, -1.029)  -0.088
N (0.469, -1.061, 1.300)  0.031
H (0.410, 1.188, -1.084)  0.072
H (1.671, 0.014, -0.729)  0.081
H (1.123, 1.327, 0.490)  0.081
H (-1.014, 0.309, 0.786)  0.139
H (-0.101, -1.912, -1.088)  0.123
H (-1.235, -0.642, -1.520)  0.118
H (-3.336, -3.393, -0.440)  0.083
H (-2.027, -3.533, -1.581)  0.081
H (-3.024, -2.133, -1.785)  0.085
H (1.087, -1.592, 0.703)  0.061
H (-0.121, -1.853, 1.511)  0.065
C (1.362, 2.449, -7.354)  -0.058
C (0.796, 1.271, -8.245)  -0.410
C (0.873, -0.089, -7.526)  -0.205
O (2.208, -0.591, -7.335)  -0.201
C (2.226, -2.009, -6.923)  -0.078
N (-0.549, 1.675, -8.718)  0.033
H (2.427, 2.293, -7.180)  0.067
H (0.933, 2.368, -6.356)  0.072
H (1.271, 3.444, -7.789)  0.068
H (1.527, 1.252, -9.053)  0.125
H (0.313, -0.853, -8.066)  0.113
H (0.414, -0.068, -6.537)  0.119
H (1.558, -2.198, -6.082)  0.078
H (3.230, -2.349, -6.666)  0.081
H (1.909, -2.660, -7.737)  0.078
H (-0.459, 1.241, -9.625)  0.065
H (-0.561, 2.676, -8.854)  0.057
C (-2.850, -12.006, 2.716)  -0.090
C (-4.071, -11.814, 1.876)  -0.398
C (-4.544, -10.391, 1.646)  -0.261
O (-4.483, -9.594, 2.749)  -0.195
C (-4.756, -8.200, 2.513)  -0.071
N (-3.693, -12.530, 0.578)  0.035
H (-2.727, -13.039, 3.042)  0.081
H (-3.055, -11.547, 3.683)  0.070
H (-1.918, -11.526, 2.417)  0.084
H (-4.846, -12.380, 2.393)  0.136
H (-5.569, -10.379, 1.276)  0.127
H (-3.841, -9.911, 0.965)  0.121
H (-3.960, -7.714, 1.948)  0.079
H (-4.783, -7.675, 3.468)  0.089
H (-5.653, -8.167, 1.895)  0.085
H (-3.092, -11.872, 0.103)  0.052
H (-4.478, -12.689, -0.037)  0.055
O (-1.170, -4.894, 6.399)  -0.055
H (-2.096, -5.102, 6.277)  0.026
H (-1.119, -3.945, 6.284)  0.008
O (-8.878, -4.233, -1.253)  -0.054
H (-8.399, -3.865, -0.511)  0.025
H (-8.698, -3.632, -1.976)  0.027
O (-6.040, -2.325, 2.042)  -0.052
H (-5.936, -2.403, 2.991)  0.032
H (-5.166, -2.495, 1.691)  0.018
O (-1.292, -1.165, 6.096)  -0.051
H (-0.820, -0.608, 6.716)  0.019
H (-1.069, -0.808, 5.236)  0.031